[1]
10
Properties=species:S:1:pos:R:3 method="wB97M-V/def2-TZVPD" de_lowest_kcal_mol=22.0 smiles="O=C([O-])n1nccn1" total_energy_ev=-11709.458 charge=-1 lumo_energy_ha=0.155 e_homo_ha=-0.1914
O 2.6252 0.0855 -1.1134
C 2.2858 -0.0384 0.0126
O 2.6193 -0.1013 1.1181
N 0.4949 0.0920 0.0069
N -0.2044 -0.2006 1.1198
C -1.4704 -0.2284 0.7021
C -1.4697 0.1685 -0.6384
N -0.2386 0.3073 -1.0840
H -2.3346 -0.2028 1.2239
H -2.3077 0.1182 -1.3475

***

[2]
13
Properties=species:S:1:pos:R:3 method="wB97M-V/def2-TZVPD" de_lowest_kcal_mol=79.3 total_energy_ev=-30339.831 charge=0 lumo_energy_ha=0.024 e_homo_ha=-0.2971
O 0.9886 -0.5776 2.7294
N 0.4760 0.6110 2.1071
C 0.1404 0.5004 0.8754
N 0.1220 -0.5548 -0.0202
S 0.5148 -2.1996 0.2390
C -0.2629 -0.2691 -1.3434
N -0.6072 0.8971 -1.6965
S -1.0928 1.1537 -3.3336
H 0.8816 -0.3086 3.6917
H -0.1529 1.4702 0.4315
H 0.8774 -2.0152 1.4772
H -0.3606 -1.1528 -1.9756
H -1.5244 2.4454 -3.1822

***

[3]
27
Properties=species:S:1:pos:R:3 method="wB97M-V/def2-TZVPD" de_lowest_kcal_mol=0.0 total_energy_ev=-14378.479 charge=0 lumo_energy_ha=0.034 e_homo_ha=-0.2868
C -2.8078 0.8307 0.1483
C -2.1205 -1.3385 -0.9263
C -1.3503 -0.7564 1.4036
C 3.3736 -0.0484 -1.1515
C -1.7439 -0.1689 -0.0226
N 1.0651 2.0207 -0.1020
N 2.9778 0.1772 1.1514
N 0.0194 1.3624 0.0509
N 1.5871 -1.1549 0.0821
N 2.5975 -0.4484 0.0850
N -0.5436 0.4752 -0.6551
H -3.0838 1.3828 -0.6928
H -3.6943 0.4706 0.5027
H -2.5618 1.3448 1.0708
H -2.3900 -0.9973 -1.8386
H -2.8653 -1.9817 -0.5513
H -1.2849 -2.0837 -1.2229
H -0.2762 -1.1390 1.4795
H -1.4463 -0.0020 2.1403
H -2.1365 -1.4422 1.7254
H 3.8766 0.8686 -1.1003
H 4.1272 -0.7531 -1.3783
H 2.6927 0.1083 -1.9477
H 1.2421 2.6633 0.6667
H 3.8105 0.7853 0.9228
H -0.5042 1.4071 0.9619
H 1.4394 -1.5823 -0.8019

***

[4]
71
Properties=species:S:1:pos:R:3 method="wB97M-V/def2-TZVPD" de_lowest_kcal_mol=0.0 smiles="NOC(=O)OS(=O)(=O)F.Fc1ccccc1.Fc1ccccc1.Fc1ccccc1.Fc1ccccc1.Fc1ccccc1" total_energy_ev=-71449.826 charge=0 lumo_energy_ha=0.009 e_homo_ha=-0.3364
N 0.7468 1.2434 2.2096
O 0.4104 2.3308 3.0726
C -0.3716 3.2365 2.4730
O -0.0170 4.0159 1.6509
O -1.7276 3.3231 2.9036
S -2.5510 1.9675 2.8668
O -2.3987 1.3686 1.6050
O -3.8387 2.2373 3.3268
F -1.8812 1.1073 3.9355
H 0.8964 1.5640 1.2622
H 0.0528 0.5046 2.2603
F -0.4945 -1.1613 2.7486
C -0.3968 -2.3475 3.4086
C 0.3026 -3.3793 2.8231
C 0.4022 -4.5862 3.4966
C -0.2033 -4.7425 4.7348
C -0.9061 -3.6897 5.3042
C -1.0021 -2.4770 4.6395
H 0.7601 -3.2380 1.8526
H 0.9512 -5.4040 3.0551
H -0.1277 -5.6870 5.2563
H -1.3817 -3.8125 6.2674
H -1.5391 -1.6410 5.0681
F 7.0788 4.4566 2.9322
C 5.7861 4.3266 2.5722
C 5.2620 5.1882 1.6303
C 3.9330 5.0489 1.2586
C 3.1453 4.0621 1.8368
C 3.6914 3.2079 2.7861
C 5.0228 3.3357 3.1549
H 5.8896 5.9555 1.1969
H 3.5106 5.7126 0.5163
H 2.1103 3.9613 1.5468
H 3.0797 2.4407 3.2399
H 5.4689 2.6751 3.8865
F -1.0763 -6.0282 1.7068
C -2.3433 -6.0499 1.2449
C -2.7292 -5.1163 0.3049
C -4.0312 -5.1419 -0.1712
C -4.9277 -6.0892 0.3032
C -4.5209 -7.0165 1.2520
C -3.2175 -7.0027 1.7255
H -2.0169 -4.3813 -0.0464
H -4.3461 -4.4210 -0.9130
H -5.9436 -6.1040 -0.0673
H -5.2197 -7.7525 1.6251
H -2.8784 -7.7217 2.4593
F -0.8752 -1.5697 -2.4402
C -1.3651 -0.3352 -2.6780
C -1.6484 0.4912 -1.6100
C -2.1473 1.7619 -1.8550
C -2.3656 2.1828 -3.1600
C -2.0787 1.3358 -4.2213
C -1.5694 0.0675 -3.9820
H -1.4798 0.1413 -0.5999
H -2.3664 2.4218 -1.0268
H -2.7585 3.1726 -3.3491
H -2.2505 1.6616 -5.2366
H -1.3316 -0.6049 -4.7963
F -0.4614 2.1411 -6.9123
C 0.8492 2.3617 -6.6730
C 1.5714 3.1297 -7.5629
C 2.9160 3.3597 -7.3141
C 3.5196 2.8142 -6.1899
C 2.7764 2.0410 -5.3093
C 1.4289 1.8146 -5.5465
H 1.0836 3.5398 -8.4373
H 3.4933 3.9653 -7.9991
H 4.5695 2.9923 -6.0007
H 3.2463 1.6125 -4.4347
H 0.8304 1.2223 -4.8674

***

[5]
68
Properties=species:S:1:pos:R:3 method="wB97M-V/def2-TZVPD" de_lowest_kcal_mol=0.0 smiles="CN(C)C(=O)CCOC[C@@H](NP(=O)(O)O)P(C)C.CCOC(C)=O.CCOC(C)=O" total_energy_ev=-58233.564 charge=0 lumo_energy_ha=0.008 e_homo_ha=-0.3021
C 2.6825 -0.0318 2.7611
N 1.8497 -0.6142 1.7173
C 1.2061 0.4186 0.8991
C 0.9561 -1.5804 2.1728
O 0.7062 -1.7598 3.3404
C 0.4293 -2.5013 1.0905
C -0.8156 -3.2726 1.4879
O -1.9580 -2.4398 1.4409
C -2.3024 -1.7305 2.6128
C -3.8086 -1.4007 2.5981
N -3.9737 -0.0789 3.3052
P -3.4659 1.3531 2.6349
O -2.1863 1.3263 1.9215
O -4.6462 1.9391 1.7013
O -3.5757 2.2906 3.9357
P -4.6326 -1.7916 0.9773
C -3.8521 -0.6662 -0.2371
C -6.2357 -0.9529 1.2839
H 3.1197 -0.8255 3.3648
H 3.4843 0.5288 2.2759
H 2.1235 0.6435 3.4199
H 1.9262 0.8069 0.1753
H 0.8345 1.2346 1.5306
H 0.3544 0.0097 0.3595
H 0.2273 -1.9545 0.1683
H 1.2613 -3.1733 0.8500
H -0.9981 -4.0814 0.7757
H -0.6906 -3.7110 2.4840
H -2.0485 -2.3122 3.5055
H -1.7463 -0.7959 2.6677
H -4.3162 -2.1043 3.2661
H -4.9425 0.0200 3.5943
H -5.2432 2.5312 2.1770
H -3.2479 3.1844 3.7438
H -3.4018 0.2409 0.1634
H -3.0931 -1.2468 -0.7594
H -4.6316 -0.3779 -0.9495
H -6.6397 -1.3521 2.2206
H -6.2216 0.1345 1.3303
H -6.9103 -1.2729 0.4871
C 5.4505 2.4003 -1.8086
C 5.7716 1.1371 -1.0377
O 4.5915 0.3634 -0.7769
C 4.0204 -0.4400 -1.6933
C 4.5170 -0.4222 -3.1174
O 3.0809 -1.1073 -1.3482
H 5.0628 2.1664 -2.7989
H 6.3335 3.0293 -1.9270
H 4.6782 2.9669 -1.2906
H 6.5305 0.5300 -1.5355
H 6.1476 1.3671 -0.0423
H 3.9033 0.2950 -3.6627
H 4.3557 -1.4113 -3.5391
H 5.5621 -0.1468 -3.2318
C -0.1107 0.1247 -4.6290
C 0.7338 -0.1128 -3.3955
O 1.6295 0.9764 -3.1319
C 1.2683 2.0744 -2.4324
C -0.1816 2.3016 -2.0825
O 2.1340 2.8540 -2.1364
H -0.7723 0.9826 -4.5068
H -0.7255 -0.7526 -4.8320
H 0.5283 0.3083 -5.4929
H 0.1258 -0.3252 -2.5170
H 1.3958 -0.9659 -3.5359
H -0.6189 2.9347 -2.8552
H -0.2139 2.8417 -1.1403
H -0.7753 1.3963 -1.9970

***

[6]
20
Properties=species:S:1:pos:R:3 method="wB97M-V/def2-TZVPD" de_lowest_kcal_mol=81.3 total_energy_ev=-18664.175 charge=0 lumo_energy_ha="-0.016 / -0.017" e_homo_ha="-0.3140 / -0.2875"
C -0.3722 0.8704 0.5671
C 0.9809 -0.9613 0.6846
C -0.1574 0.4604 1.8376
C -0.6906 0.8849 3.1629
C -0.7816 0.5053 -2.2349
C 0.2972 -0.2770 -1.5746
N 0.7452 -0.6063 1.8972
N 0.2886 -0.1523 -0.2343
P 0.7744 -1.8306 -2.3668
H -0.8739 1.6938 0.0612
H 1.7082 -1.7275 0.5648
H -1.6975 0.3556 3.4383
H 0.0990 0.5239 3.7470
H -0.8419 1.9011 3.1535
H -1.0846 -0.0222 -3.0919
H -1.6251 0.6343 -1.4915
H -0.3615 1.4261 -2.4805
H 1.7790 0.8457 -2.4935
H 1.8323 -2.0213 -1.6655
H -0.0185 -2.5030 -1.4808

***

[7]
63
Properties=species:S:1:pos:R:3 method="wB97M-V/def2-TZVPD" de_lowest_kcal_mol=0.0 total_energy_ev=-196699.240 charge=+1 lumo_energy_ha=-0.194 e_homo_ha=-0.4062
Re -0.8897 -1.2844 -1.2714
O -3.3991 0.2718 2.0432
C -3.3324 1.5603 1.6478
C -3.8154 2.4973 2.5626
C -3.8046 3.8414 2.2631
C -3.3119 4.2950 1.0382
C -2.8339 3.3813 0.1303
C -2.8277 2.0062 0.4143
C -2.2718 1.1026 -0.5871
O -2.0454 -0.1734 -0.2167
N -1.9662 1.4656 -1.7802
N -1.4303 0.4019 -2.4926
C -1.3428 0.6151 -3.7751
S -0.8382 -0.6210 -4.8759
C -0.5650 0.5292 -6.2527
C -1.6308 1.5999 -6.1695
S -1.7463 2.1575 -4.4460
H -3.0961 -0.3209 1.3419
H -4.2065 2.1298 3.5017
H -4.1886 4.5490 2.9862
H -3.3063 5.3502 0.8052
H -2.4433 3.7067 -0.8242
H -0.6375 -0.0459 -7.1743
H 0.4373 0.9452 -6.1624
H -2.6042 1.2221 -6.4793
H -1.3730 2.4665 -6.7763
S -4.7613 -2.7271 0.2637
As -3.5446 -3.8159 -0.9228
S -0.8654 -2.8211 0.3730
S -2.5016 -2.4401 -2.3739
S -3.1806 -5.7699 -1.1900
C 2.9128 -3.1751 2.9611
C 3.5369 -2.5292 1.7480
C 4.6877 -1.6015 2.0579
O 2.5372 -1.7716 0.9407
P 1.3776 -0.8313 1.3657
S 0.8551 0.2329 -0.2388
S -0.2186 -1.9251 2.1298
O 1.8797 0.0005 2.5797
C 1.4236 1.3101 3.1308
C 2.0928 2.4170 2.3512
C -0.0833 1.4046 3.1717
H 3.6779 -3.7741 3.4556
H 2.0919 -3.8354 2.6874
H 2.5601 -2.4304 3.6766
H 3.8427 -3.2959 1.0384
H 4.3893 -0.8314 2.7687
H 5.0626 -1.1290 1.1506
H 5.4986 -2.1814 2.4994
H 1.8267 1.2622 4.1406
H 1.6901 2.4904 1.3410
H 3.1699 2.2637 2.3005
H 1.9065 3.3634 2.8600
H -0.5096 1.4225 2.1673
H -0.3566 2.3393 3.6625
H -0.5291 0.5866 3.7367
O 0.5482 -1.7936 -2.3737
N 1.7710 -1.2771 -2.6377
C 2.7070 -2.0792 -2.2968
C 2.4730 -3.3504 -1.6577
N 2.2813 -4.3602 -1.1484
C 4.0625 -1.6537 -2.5158
N 5.1576 -1.3425 -2.6540

***

[8]
97
Properties=species:S:1:pos:R:3 method="wB97M-V/def2-TZVPD" de_lowest_kcal_mol=0.0 total_energy_ev=-80399.452 charge=+1 lumo_energy_ha="-0.095 / -0.095" e_homo_ha="-0.3138 / -0.3138"
C -1.5715 -1.3209 -2.4374
C 0.7221 -1.7289 -2.3068
C -1.6718 -2.0032 -3.6523
C 0.6264 -2.6048 -3.4292
C -0.5645 -2.7103 -4.1220
H -2.6144 -1.9699 -4.1931
H 1.5338 -3.0920 -3.7833
H -0.6339 -3.3026 -5.0313
N -0.4508 -1.3224 -1.7031
P -2.9206 -0.0012 -0.2678
P 2.7927 -0.3098 -0.6996
C -2.7409 -0.4133 -2.0416
H -2.6355 0.5477 -2.5722
H -3.6784 -0.8400 -2.4217
C 2.0262 -1.2106 -2.0101
H 2.7983 -1.7973 -2.5343
C 4.3295 0.5232 -1.5373
C 3.2680 -1.3087 0.9215
C -3.7097 1.7044 -0.1809
C -3.9927 -1.4307 0.3683
C 4.2508 2.0012 -1.1109
H 4.2820 2.1103 -0.0187
H 5.1031 2.5513 -1.5361
H 3.3268 2.4697 -1.4716
C 5.6677 -0.1009 -1.1159
H 5.8693 -0.0276 -0.0424
H 5.7405 -1.1517 -1.4278
H 6.4767 0.4456 -1.6270
C 4.2459 0.4202 -3.0647
H 5.0178 1.0665 -3.5126
H 4.4330 -0.6038 -3.4100
H 3.2714 0.7416 -3.4458
C 3.9853 -0.3568 1.8953
H 3.3603 0.5193 2.1285
H 4.1726 -0.9001 2.8355
H 4.9539 0.0037 1.5309
C 1.9832 -1.7806 1.6220
H 1.4202 -0.9150 2.0200
H 1.3303 -2.3685 0.9656
H 2.2430 -2.4005 2.4928
C 4.1132 -2.5269 0.5491
H 5.0975 -2.2615 0.1490
H 4.2782 -3.1248 1.4590
H 3.5972 -3.1606 -0.1843
C -4.5989 -1.0564 1.7312
H -5.0417 -1.9605 2.1781
H -3.8465 -0.6753 2.4351
H -5.4093 -0.3189 1.6333
C -3.0614 -2.6491 0.5169
H -2.5829 -2.9128 -0.4363
H -2.2785 -2.5004 1.2751
H -3.6679 -3.5115 0.8342
C -5.1237 -1.8024 -0.6069
H -5.7569 -2.5593 -0.1172
H -5.7690 -0.9519 -0.8618
H -4.7503 -2.2530 -1.5353
C -2.8545 2.7044 -0.9902
H -2.9503 2.5407 -2.0731
H -3.2212 3.7216 -0.7771
H -1.7882 2.6654 -0.7246
C -3.7476 2.1644 1.2894
H -2.7390 2.1913 1.7219
H -4.1653 3.1827 1.3224
H -4.3820 1.5210 1.9118
C -5.1323 1.6708 -0.7606
H -5.1555 1.2989 -1.7955
H -5.8278 1.0802 -0.1491
H -5.5127 2.7044 -0.7717
Sn -0.3867 0.1020 0.5162
C -0.7831 -2.5371 3.1620
O -0.1028 -2.7840 4.0473
N 0.4757 1.2099 -1.1534
C 1.0992 1.0792 -2.1893
C 1.1086 1.8100 -3.4514
C 0.9450 3.1979 -3.3271
C 1.0890 1.2040 -4.7188
C 0.7765 3.9934 -4.4585
H 0.9172 3.6289 -2.3220
C 0.9311 2.0075 -5.8515
H 1.1693 0.1167 -4.7911
C 0.7570 3.3923 -5.7236
H 0.6498 5.0709 -4.3377
H 0.9323 1.5451 -6.8395
H 0.5964 4.0110 -6.6074
C -0.0526 0.7799 4.4719
N -0.5669 2.0914 4.0911
C -1.4025 2.8806 4.8651
C -1.6449 4.0222 4.1720
N -0.9541 3.9104 2.9759
C -0.2905 2.7149 2.9126
S 0.7790 2.2148 1.6960
H -0.6107 -0.0185 3.9646
H 1.0070 0.6970 4.1989
H -0.1676 0.6659 5.5559
H -1.7282 2.5547 5.8378
H -2.2260 4.8920 4.4180
H -0.9085 4.5958 2.2276

***

[9]
62
Properties=species:S:1:pos:R:3 method="wB97M-V/def2-TZVPD" total_energy_ev=-43048.792 charge=-1 lumo_energy_ha=0.043 e_homo_ha=-0.0888
C -6.5263 0.5093 -3.0625
C -5.9996 -0.7410 -3.3231
C -4.6421 -0.9626 -3.2670
C -3.7520 0.0672 -2.9129
C -2.2967 -0.0064 -2.8168
N -1.6811 1.1988 -2.6058
C -0.6545 1.7155 -3.2530
C -0.0382 2.8530 -2.8713
N 0.4884 3.8491 -2.5247
C -1.4824 -1.2131 -2.8602
C -1.9940 -2.5211 -2.8636
C -1.1597 -3.6139 -2.9125
C 0.2142 -3.4506 -2.9212
C 0.7496 -2.1808 -2.8437
C -0.0846 -1.0916 -2.8016
C -4.3199 1.3348 -2.6978
C -5.6764 1.5540 -2.7642
H -7.5919 0.6695 -3.1005
H -6.6595 -1.5461 -3.5972
H -4.2860 -1.9214 -3.5883
H -0.3472 1.2471 -4.1733
H -3.0403 -2.6967 -2.7126
H -1.5760 -4.6092 -2.9144
H 0.8682 -4.3080 -2.9423
H 1.8188 -2.0365 -2.7942
H 0.3482 -0.1201 -2.6637
H -3.6539 2.1593 -2.5052
H -6.0747 2.5430 -2.5934
C -4.1644 2.5056 2.8638
C -2.8381 1.8360 2.5756
O -1.9714 2.6589 1.8386
C -0.7904 1.9976 1.6252
C 0.2176 2.7389 0.8692
C 1.5133 2.3839 0.7817
C 2.4933 3.1831 0.0081
N 1.9958 1.2207 1.3425
N 3.2070 1.0658 1.5083
C 3.6522 -0.2064 1.8133
N 4.5170 -0.2998 2.8931
C 5.1226 -1.4480 3.4181
C 5.9830 -1.3493 4.5082
C 6.6156 -2.4646 5.0049
C 6.3913 -3.7000 4.4287
C 5.5266 -3.8179 3.3575
C 4.8980 -2.6998 2.8600
O 3.2987 -1.1667 1.1622
O -0.5758 0.8716 2.0342
H -4.8520 1.8607 3.4103
H -4.0238 3.4107 3.4513
H -4.6544 2.8058 1.9399
H -2.3094 1.5616 3.4989
H -2.9625 0.9112 1.9959
H -0.1196 3.6273 0.3653
H 2.0871 4.1443 -0.3099
H 3.3879 3.3604 0.6088
H 2.7938 2.6281 -0.8818
H 4.7115 0.5785 3.3598
H 6.1483 -0.3854 4.9541
H 7.2883 -2.3752 5.8434
H 6.8959 -4.5705 4.8155
H 5.3456 -4.7849 2.9143
H 4.2210 -2.7639 2.0279